The following is a quantum chemistry calculation of a 12-piece molecular cluster, C32H73BF4N15O26 overall at a distorted geometry, from the Open Molecules 2025 dataset.

DFT total energy (hartree): -4463.7285
Lowest unoccupied orbital energy (eV): -2.8
Kohn-Sham gap (eV): 8.3
Largest force on an atom (hartree/bohr): 0.0695
Total charge: +1
Highest occupied orbital energy (eV): -11.1

The geometry in XYZ format:
```
151
Properties=species:S:1:pos:R:3:forces:R:3:lowdin_charge:R:1
C 5.6602 -5.3896 0.0872 1.060 0.486 -0.364 -0.1058
C 6.0031 -4.7142 -1.2844 -0.353 -0.439 1.685 -0.1981
C 6.2573 -3.2003 -1.0246 0.984 -0.922 -1.363 -0.1984
N 5.4259 -2.2844 -1.7994 -0.182 0.375 0.718 0.0093
C 4.0385 -2.3137 -1.4126 -0.848 -0.048 -1.285 -0.2421
C 3.1063 -2.9883 -2.4412 2.498 -0.767 0.085 -0.0382
N 1.6868 -2.7458 -1.9856 1.630 -0.643 -1.437 -0.0643
C 0.9643 -2.4262 -3.2719 -0.837 0.023 -0.834 -0.0927
C 0.8503 -3.6076 -4.2662 -0.761 -0.228 -0.071 -0.2068
N -0.4913 -4.2276 -4.2968 0.004 0.298 -0.048 0.0274
C 1.1492 -4.0326 -1.4712 -1.938 -0.601 0.891 -0.1082
O 1.3420 -4.1595 -0.0798 1.329 0.856 -0.036 0.0436
C 1.1410 -5.4280 0.3546 1.244 0.141 1.893 -0.5427
C 1.8328 -5.9012 1.6033 0.278 1.185 0.521 0.0457
O 0.4249 -6.1548 -0.2161 -1.883 -1.771 -2.143 0.1495
C 1.8330 -1.5921 -1.0410 -0.145 2.757 2.272 -0.1374
C 0.6393 -0.6321 -0.9740 -0.713 -0.555 -0.615 -0.1110
C -0.7020 -1.3505 -0.6342 -0.102 0.768 -0.272 -0.1570
C -1.5173 -0.6142 0.4478 -0.069 -0.472 -0.956 -0.1714
C -1.7520 0.8965 0.1795 -0.690 -1.353 1.418 -0.1718
N -2.1343 1.5395 1.4613 0.800 0.077 -0.703 0.0237
C -0.9844 2.0200 2.1914 -0.278 -2.139 -0.070 -0.5025
C 0.1738 1.1233 2.6349 -0.322 -0.167 0.142 0.0162
O -0.9438 3.1527 2.4764 0.195 3.057 0.669 0.1359
C 3.2508 -0.9588 -1.2672 0.044 -0.895 -0.183 -0.1031
B 3.4079 0.0587 -2.5269 0.187 0.264 -0.499 -0.4429
C 2.6078 1.4053 -2.6660 -0.067 -0.455 0.152 0.0262
O 4.3063 -0.2631 -3.5420 -0.103 0.127 0.477 0.1246
C 3.8164 -0.1200 -0.1141 -0.367 -0.961 0.031 -0.4062
F 4.7973 0.6523 -0.6593 0.510 0.356 -0.126 0.1345
F 2.9324 0.7351 0.4288 -0.559 0.253 0.119 0.1282
C 4.4967 -0.8883 1.0334 0.788 1.252 -0.127 -0.3080
F 3.7452 -1.8771 1.5181 -0.467 -0.788 -0.057 0.1198
F 4.6758 -0.0143 2.0390 0.098 0.429 0.506 0.1078
H 5.3378 -6.4219 -0.0015 -0.030 0.023 0.027 0.0568
H 4.9431 -4.8010 0.6677 -0.201 -0.175 -0.190 0.0591
H 6.5926 -5.3735 0.6630 -0.168 -0.129 0.156 0.0815
H 6.8791 -5.2386 -1.6701 0.020 0.284 -0.179 0.1084
H 5.1779 -4.9143 -1.9558 0.067 0.338 -0.302 0.0552
H 6.2084 -3.0396 0.0538 -0.314 0.381 -0.128 0.0985
H 7.2921 -2.9867 -1.3100 -0.069 0.103 0.132 0.1218
H 5.5548 -2.3850 -2.7975 0.110 0.026 0.074 0.1273
H 3.9708 -3.0013 -0.5619 -0.192 0.728 0.469 0.1445
H 3.4299 -4.0290 -2.4907 -0.888 -0.210 0.213 0.1117
H 3.3284 -2.6329 -3.4475 -0.553 0.583 0.124 0.1460
H 1.4415 -1.6089 -3.8056 0.433 0.147 0.598 0.1181
H -0.0496 -2.0771 -3.0902 0.102 -0.059 0.460 0.1070
H 1.5748 -4.4128 -4.1159 0.242 0.326 0.125 0.1064
H 1.0145 -3.2088 -5.2687 0.307 0.009 0.117 0.1163
H -1.0813 -3.8979 -3.5401 0.081 -0.161 0.052 0.0624
H -0.9740 -3.9298 -5.1391 -0.003 -0.186 -0.007 0.0492
H 1.5888 -4.8966 -1.9543 0.275 0.329 -0.314 0.1230
H 0.0779 -4.0750 -1.6750 0.052 0.242 -0.070 0.1418
H 2.3345 -6.8449 1.4082 -0.063 0.028 -0.174 0.0939
H 2.5440 -5.1807 2.0105 0.015 -0.055 -0.144 0.0846
H 1.0744 -6.0658 2.3692 -0.056 -0.095 -0.088 0.1013
H 1.9184 -1.8602 0.0157 -0.238 -1.379 -0.408 0.1584
H 0.7935 0.1188 -0.2005 0.529 -0.216 -0.047 0.0965
H 0.5247 -0.0818 -1.9106 -0.009 -0.006 0.042 0.1037
H -0.5627 -2.3829 -0.3031 0.055 0.047 -0.118 0.1048
H -1.2965 -1.3368 -1.5552 -0.076 -0.353 0.133 0.1098
H -2.5075 -1.0834 0.4602 0.065 0.009 0.183 0.1180
H -1.0847 -0.8284 1.4243 0.123 0.355 -0.054 0.0956
H -2.6356 0.9650 -0.4579 0.318 0.192 -0.354 0.0945
H -0.8957 1.3681 -0.3029 -0.136 0.301 0.189 0.1143
H -2.6703 0.8901 2.0356 0.027 0.106 -0.125 0.0747
H -0.1392 0.1286 2.9550 -0.011 -0.017 -0.292 0.0747
H 0.6284 1.5889 3.5086 0.131 0.194 -0.203 0.0743
H 0.9075 1.0617 1.8260 -0.002 -0.141 0.147 0.0624
H 3.2076 2.1246 -3.2268 -0.049 0.043 0.073 0.0904
H 2.2644 1.8236 -1.7182 0.007 -0.013 -0.122 0.0470
H 1.7192 1.2095 -3.2817 0.086 0.056 0.009 0.0545
H 5.2002 0.0049 -3.2812 0.000 -0.271 -0.252 0.1266
H 5.4973 -1.1866 0.7190 -0.175 -0.574 -0.094 0.1606
C -5.9076 1.9092 4.2130 0.054 0.115 0.032 0.0557
N -5.1803 0.6342 3.9690 -0.118 0.056 0.105 -0.4157
O -5.3599 -0.2809 4.7366 0.174 0.055 -0.234 0.1013
O -4.4399 0.5972 2.9921 -0.164 -0.144 0.156 0.0034
H -6.5155 1.7980 5.0971 0.055 -0.118 0.028 0.0478
H -5.1607 2.6878 4.3495 0.045 -0.041 -0.160 0.1096
H -6.5241 2.1042 3.3381 0.099 -0.003 -0.053 0.0933
C 2.5543 -8.2633 -1.8816 -0.061 -0.158 -0.083 0.0764
N 3.2744 -7.0121 -2.2487 -0.070 -0.280 -0.053 -0.3932
O 3.6242 -6.8700 -3.3999 -0.062 0.230 0.225 0.0999
O 3.4666 -6.1976 -1.3546 -0.593 -0.263 -0.339 -0.0025
H 2.4594 -8.8795 -2.7683 0.075 0.080 -0.032 0.1022
H 3.1427 -8.7668 -1.1188 -0.042 0.086 0.061 0.1107
H 1.5767 -7.9766 -1.4974 0.091 0.056 0.110 0.0927
C 3.8621 2.2911 5.2006 0.240 0.038 0.019 0.0446
N 2.9346 2.3553 6.3633 0.070 -0.033 0.050 -0.4448
O 3.4181 2.5084 7.4662 -0.194 -0.014 -0.168 0.0732
O 1.7454 2.2500 6.1209 0.162 0.011 0.052 0.0491
H 4.8783 2.4017 5.5628 -0.060 -0.005 0.087 0.0981
H 3.7230 1.3237 4.7245 -0.102 0.044 -0.025 0.0948
H 3.5945 3.0975 4.5198 0.002 -0.250 0.073 0.0514
C -10.1063 2.7955 6.7036 0.047 -0.213 -0.220 0.0258
N -8.7834 2.2739 6.2552 -0.237 -0.009 -0.064 -0.4258
O -8.7664 1.4949 5.3180 0.021 0.148 0.262 0.0587
O -7.8024 2.6633 6.8600 -0.079 -0.123 -0.169 0.0643
H -10.8750 2.3617 6.0750 0.072 -0.039 -0.012 0.0972
H -10.2409 2.5047 7.7376 0.123 0.110 0.032 0.0958
H -10.0823 3.8754 6.6024 0.126 -0.007 0.146 0.0932
C 1.7835 6.4417 3.5511 -0.037 0.205 0.051 0.0639
N 2.8791 5.4346 3.5638 -0.089 0.225 0.006 -0.4272
O 3.9796 5.7906 3.9287 -0.139 -0.239 -0.091 0.0856
O 2.5903 4.3045 3.2013 0.105 0.242 -0.156 0.0165
H 2.1826 7.3894 3.8943 0.088 -0.069 0.006 0.0990
H 1.4227 6.5163 2.5282 -0.045 -0.129 0.025 0.0894
H 1.0029 6.0820 4.2160 -0.023 -0.097 -0.111 0.1081
C -0.2694 -6.5735 -8.0521 0.198 -0.048 -0.111 0.0535
N -0.6999 -5.2020 -7.6652 0.047 0.004 -0.057 -0.4458
O 0.1113 -4.2979 -7.7790 -0.190 -0.089 0.193 0.0444
O -1.8351 -5.0763 -7.2567 0.204 0.098 0.008 0.0636
H 0.7588 -6.5304 -8.3930 -0.030 0.090 0.014 0.0955
H -0.3630 -7.2036 -7.1722 -0.133 0.020 -0.024 0.1030
H -0.9291 -6.9108 -8.8465 -0.078 -0.017 0.097 0.1051
C 3.1026 4.2735 -0.3984 0.181 -0.157 0.003 0.0490
N 2.8609 5.6818 -0.8130 0.066 -0.122 -0.001 -0.4310
O 3.4757 6.0996 -1.7715 -0.170 0.079 0.100 0.0807
O 2.0576 6.3146 -0.1536 0.115 0.022 -0.111 0.0577
H 3.8350 3.8341 -1.0669 -0.014 0.110 -0.032 0.0908
H 3.4716 4.2936 0.6242 -0.152 -0.025 0.045 0.0926
H 2.1542 3.7466 -0.4603 -0.027 0.105 0.153 0.0944
C 1.4272 8.7751 -2.3693 0.128 -0.087 -0.120 0.0264
N 1.1768 10.1846 -2.7823 0.021 0.039 -0.076 -0.4526
O 1.7887 10.6073 -3.7441 -0.155 -0.008 0.189 0.0655
O 0.3729 10.8136 -2.1224 0.150 -0.078 -0.139 0.0605
H 2.1587 8.3397 -3.0401 0.008 0.088 -0.004 0.0850
H 1.8001 8.7899 -1.3503 -0.122 -0.010 0.021 0.0869
H 0.4803 8.2461 -2.4314 -0.020 0.062 0.136 0.1003
C -5.3015 1.7488 -0.1872 0.183 0.056 -0.066 0.0230
N -6.6783 2.3070 -0.2801 -0.031 0.028 -0.097 -0.4458
O -6.9869 2.8805 -1.3055 -0.026 -0.106 0.239 0.0725
O -7.3981 2.1467 0.6873 0.107 0.067 -0.165 0.0585
H -4.7742 1.9647 -1.1103 -0.135 0.074 -0.031 0.0869
H -4.8097 2.2251 0.6582 -0.008 -0.150 0.069 0.0897
H -5.3932 0.6766 -0.0342 -0.035 0.045 0.165 0.1012
C -13.2865 5.8212 8.2809 -0.010 0.188 0.056 0.0533
N -12.1247 4.8912 8.3429 -0.025 0.067 0.074 -0.4309
O -11.0767 5.3225 8.7775 -0.132 -0.189 -0.124 0.0815
O -12.3086 3.7524 7.9491 -0.165 0.319 0.170 0.0382
H -12.9756 6.7879 8.6603 0.079 -0.059 0.007 0.0963
H -13.5940 5.8910 7.2414 -0.050 -0.113 0.029 0.1025
H -14.0764 5.3975 8.8944 -0.010 -0.075 -0.100 0.1028
C -0.6000 0.4316 -6.9598 0.002 0.068 -0.161 0.0660
N 0.2282 0.4786 -5.7226 -0.090 0.055 -0.184 -0.4169
O 1.2364 1.1454 -5.7392 -0.122 -0.182 0.155 0.1016
O -0.1722 -0.1695 -4.7624 0.153 0.163 -0.160 0.0311
H -0.1249 1.0462 -7.7157 0.064 0.010 0.085 0.1013
H -0.6539 -0.6065 -7.2782 -0.079 -0.006 0.093 0.1022
H -1.5849 0.8148 -6.7079 -0.008 -0.111 0.053 0.1072
```
Forces are in eV/Å.